[1]
Entry from the OMol25 dataset: a structure of composition C29H41F5OP2Pm in a non-equilibrium geometry (wB97M-V/def2-TZVPD).

Last column: Löwdin spin population.
CARTESIAN COORDINATES (ANGSTROEM)
Pm -0.2146 0.5532 -0.4633  4.07
C -0.9299 -1.8386 0.7886  -0.01
C 0.3726 -2.0547 0.2454  -0.01
C 0.5842 -0.6567 2.0609  -0.01
C -0.7890 -0.9885 1.9180  -0.01
C 1.3024 -1.2956 1.0175  -0.01
C -2.1997 -2.4728 0.3481  0.00
H -2.1742 -2.7522 -0.7084  0.00
H -3.0521 -1.8000 0.4953  0.00
H -2.4057 -3.3862 0.9248  0.00
C -1.8617 -0.5882 2.8613  0.00
H -2.8538 -0.8581 2.4829  0.00
H -1.8452 0.4936 3.0373  0.00
H -1.7333 -1.0706 3.8429  0.00
C 1.1597 0.1236 3.1791  0.00
H 1.1217 -0.4384 4.1239  0.00
H 0.5997 1.0501 3.3418  0.00
H 2.2058 0.3841 2.9913  0.00
C 2.7783 -1.2827 0.8531  0.00
H 3.2504 -2.0797 1.4457  0.00
H 3.2060 -0.3339 1.1930  0.00
H 3.0759 -1.4315 -0.1891  0.00
C 0.7371 -3.0213 -0.8213  0.00
H 1.1569 -3.9444 -0.3832  0.00
H 1.5025 -2.6186 -1.5025  0.00
H -0.1315 -3.3181 -1.4215  0.00
C -1.4752 1.7594 -5.4036  0.00
C -1.7946 0.4536 -5.5340  0.00
C -1.1967 -0.4376 -6.5860  0.00
C 0.3183 -0.2774 -6.8210  0.00
C 1.1139 0.1265 -5.6196  0.00
C 1.5097 1.3974 -5.3818  0.00
C 0.8759 2.6075 -5.9894  0.00
C -0.6163 2.4810 -6.3881  0.00
H -1.7150 -0.2705 -7.5497  0.00
H 0.4877 0.4203 -7.6564  0.00
H -1.4031 -1.4893 -6.3356  0.00
H -0.6926 2.0373 -7.3932  0.00
H -1.9886 2.4042 -4.6856  0.00
H -2.7259 0.0427 -5.1384  0.00
H -1.0092 3.5061 -6.5041  0.00
H 0.9752 3.4643 -5.3055  0.00
H 2.5065 1.5887 -4.9727  0.00
H 1.4450 2.8975 -6.8938  0.00
H 0.7061 -1.2475 -7.1794  0.00
H 1.5561 -0.7182 -5.0865  0.00
P -1.8516 0.1558 -2.5880  -0.01
C -3.3708 1.0825 -2.9674  0.00
C -1.6259 -1.4568 -3.4243  0.00
P 1.7161 1.1965 -2.2774  0.00
C -0.2353 1.1605 -2.9799  0.00
C 2.7151 -0.1474 -2.9928  0.00
C 2.3775 2.8299 -2.6885  0.00
H -3.3214 2.0704 -2.4846  0.00
H -4.2046 0.5242 -2.5146  0.00
H -3.6052 1.2399 -4.0251  0.00
H -1.0551 -1.3729 -4.3573  0.00
H -2.6153 -1.8846 -3.6459  0.00
H -1.0891 -2.1593 -2.7692  0.00
H 2.2664 3.0822 -3.7469  0.00
H 3.4412 2.8746 -2.4120  0.00
H 1.8402 3.5863 -2.0967  0.00
H -0.4832 2.2174 -3.1413  0.00
H -0.0264 0.7116 -3.9445  0.00
H 3.4721 -0.4538 -2.2556  0.00
H 3.2337 0.1476 -3.9104  0.00
H 2.0911 -1.0261 -3.2089  0.00
F -1.4901 7.1023 2.9796  0.00
C -1.2727 5.8644 2.4954  0.00
C -1.0117 5.6786 1.1320  0.00
F -0.9669 6.7473 0.3017  0.00
C -0.8019 4.4052 0.6452  0.00
F -0.5511 4.2134 -0.6841  0.00
C -0.8452 3.2614 1.4834  0.00
O -0.6571 2.0692 0.9794  -0.01
C -1.0997 3.4955 2.8564  0.00
F -1.1432 2.4456 3.7299  0.00
C -1.3109 4.7633 3.3592  0.00
F -1.5533 4.9467 4.6777  0.00

Forces on atoms 1 to 3 (eV/Å):
Pm 0.24 -1.74 4.38
C 0.69 0.50 -0.11
C -0.29 0.80 0.06

Summary:
HOMO (alpha / beta) (hartree): -0.364 / -0.364
HOMO-LUMO gap (alpha / beta) (hartree): 0.2456 / 0.2464
Relative energy (zero: lowest compared OMol25 entry of this formula, charge and spin) (kcal per mole): 0.0
LUMO energy (alpha / beta) (eV): -3.22 / -3.19
2S+1: 5
Total charge: +1

***

[2]
Entry from the OMol25 dataset: a structure of composition C29H41F5P2SSc in a non-equilibrium geometry (wB97M-V/def2-TZVPD).

Last column: Löwdin charge in e.
CARTESIAN COORDINATES (ANGSTROEM)
Sc 0.0000 0.0000 0.0000  0.77
C -1.5954 -0.7056 1.4886  -0.27
C -1.1962 -1.7657 0.5939  -0.28
C 0.6632 -1.1349 1.8196  -0.28
C -0.4517 -0.2729 2.2052  -0.25
C 0.2047 -2.0554 0.8429  -0.28
C -2.9961 -0.2192 1.6869  -0.02
H -3.5952 -0.3235 0.7784  0.08
H -3.0190 0.8289 1.9972  0.09
H -3.4830 -0.8097 2.4740  0.11
C -0.3860 0.7845 3.2607  0.02
H -1.2672 1.4307 3.2306  0.09
H 0.5019 1.4071 3.1128  0.06
H -0.3309 0.3314 4.2596  0.11
C 2.0108 -1.1313 2.4649  -0.04
H 1.9598 -1.6824 3.4141  0.11
H 2.3451 -0.1115 2.6643  0.03
H 2.7583 -1.6135 1.8305  0.09
C 0.9776 -3.2106 0.2861  0.00
H 0.8622 -4.0917 0.9312  0.11
H 2.0441 -2.9810 0.2209  0.09
H 0.6282 -3.4912 -0.7113  0.08
C -2.1233 -2.6338 -0.2013  0.00
H -2.4081 -3.5175 0.3854  0.11
H -1.6560 -2.9881 -1.1240  0.08
H -3.0407 -2.1046 -0.4683  0.07
C -0.5411 1.9135 -0.9926  -0.14
C -1.6667 1.0774 -0.9665  -0.15
C -2.2033 0.3357 -2.1738  -0.13
C -1.0839 -0.3901 -2.9375  -0.13
C 0.0291 -0.8498 -1.9995  -0.14
C 1.2266 -0.1241 -1.7934  -0.19
C 1.4821 1.2301 -2.4161  -0.19
C 0.2944 2.2073 -2.2285  -0.13
H -2.7449 1.0326 -2.8328  0.14
H -0.6629 0.2598 -3.7112  0.06
H -2.9422 -0.3963 -1.8310  0.10
H -0.3530 2.1977 -3.1129  0.11
H -0.4613 2.6460 -0.1969  0.11
H -2.4064 1.2912 -0.1994  0.12
H 0.6867 3.2245 -2.1424  0.14
H 2.3662 1.6550 -1.9372  0.06
H 2.1220 -0.6869 -1.5361  0.14
H 1.7109 1.1171 -3.4875  0.13
H -1.4964 -1.2603 -3.4599  0.14
H 0.0941 -1.9275 -1.8807  0.10
P -0.2532 1.3870 -6.5473  0.78
C -0.3029 3.2425 -6.5319  -0.33
C -1.6340 1.0590 -7.7390  -0.31
P 2.0965 -0.4435 -7.3484  0.76
C 1.1901 1.1462 -7.7014  -0.61
C 1.5479 -1.4219 -8.8275  -0.33
C 3.7861 0.0528 -7.9258  -0.33
H 0.5619 3.6276 -5.9823  0.03
H -1.2076 3.5758 -6.0126  0.03
H -0.2987 3.6628 -7.5450  0.04
H -1.5493 1.6737 -8.6436  0.04
H -2.5922 1.2687 -7.2532  0.03
H -1.6160 0.0033 -8.0252  0.03
H 3.7686 0.4567 -8.9456  0.04
H 4.4509 -0.8164 -7.8975  0.03
H 4.1854 0.8145 -7.2498  0.03
H 1.8708 2.0013 -7.5882  0.04
H 0.8401 1.1216 -8.7427  0.04
H 2.1156 -2.3573 -8.8733  0.03
H 1.6949 -0.8700 -9.7638  0.04
H 0.4880 -1.6762 -8.7258  0.02
F 3.0381 4.7602 5.3545  0.12
C 2.8595 3.9950 4.2491  -0.11
C 1.8247 4.2833 3.3569  -0.11
F 1.0000 5.3327 3.5995  0.11
C 1.6359 3.4963 2.2136  -0.23
F 0.6350 3.8189 1.3706  0.07
C 2.4764 2.3937 1.9639  -0.44
S 2.3158 1.3210 0.5039  0.81
C 3.5366 2.1364 2.8574  -0.22
F 4.4027 1.1168 2.6234  0.07
C 3.7204 2.9272 3.9942  -0.11
F 4.7380 2.6581 4.8498  0.12

Forces on atoms 1 to 3 (eV/Å):
Sc 3.20 1.93 5.04
C 0.17 -0.91 -0.09
C 0.03 -0.77 1.50

Summary:
HOMO (hartree): -0.393
HOMO-LUMO gap (hartree): 0.2065
Relative energy (zero: lowest compared OMol25 entry of this formula, charge and spin) (kcal per mole): 21.0
LUMO energy (eV): -5.08
Total charge: +1

***

[3]
Entry from the OMol25 dataset: a structure of composition C29H41GaN5O10SSi (wB97M-V/def2-TZVPD).

Last column: Löwdin charge in e.
CARTESIAN COORDINATES (ANGSTROEM)
Ga 0.5514 0.8865 -1.5516  0.38
O -0.6557 -2.2618 -4.3905  0.18
C -0.1693 -1.3704 -3.5484  -0.42
O -0.8299 -0.7406 -2.7523  0.12
C 1.3215 -1.2972 -3.5251  -0.13
C 2.2060 -2.1683 -4.1309  0.05
C 3.5617 -2.0074 -3.8483  0.01
C 3.9751 -1.0315 -2.9547  0.06
C 3.0138 -0.1873 -2.4150  -0.12
N 1.7422 -0.3135 -2.7423  0.15
C 3.2121 0.8294 -1.2960  -0.56
O 4.1451 0.6510 -0.5289  0.08
O 2.3030 1.7179 -1.2278  0.04
H -1.6244 -2.3003 -4.2910  0.16
H 1.8481 -2.9561 -4.7758  0.13
H 4.2860 -2.6712 -4.2995  0.12
H 5.0097 -0.9177 -2.6648  0.14
H 3.2987 -0.4809 0.9000  0.11
N -7.5219 1.3833 -1.7909  0.12
C -6.2378 1.5525 -1.3469  -0.31
C -5.2323 0.6489 -1.7167  -0.02
C -3.9326 0.8390 -1.2986  -0.06
C -3.6146 1.9392 -0.5128  -0.30
C -4.5973 2.8460 -0.1404  -0.04
C -5.8997 2.6526 -0.5523  -0.01
S -1.9916 2.1568 0.0971  0.65
O -1.6433 1.0533 0.9561  -0.30
O -1.8459 3.4945 0.5799  -0.26
N -1.0264 1.9207 -1.2199  -0.07
C -1.0473 2.6758 -2.3596  -0.42
N -1.9452 3.5990 -2.6540  0.18
C -1.7748 4.1973 -3.8264  -0.08
C -0.7389 3.8927 -4.7043  -0.03
C 0.1403 2.9054 -4.3069  -0.07
N -0.0144 2.2931 -3.1394  0.11
H -7.7904 0.4913 -2.1671  0.10
H -8.2562 1.9093 -1.3514  0.10
H -5.4848 -0.2004 -2.3381  0.11
H -3.1608 0.1377 -1.5855  0.10
H -4.3298 3.7046 0.4553  0.12
H -6.6669 3.3608 -0.2703  0.12
H -2.5039 4.9585 -4.0762  0.12
H -0.6248 4.4036 -5.6463  0.11
H 0.9816 2.5981 -4.9168  0.13
C 2.2177 1.5352 3.9091  -0.02
C 1.0422 1.6513 2.9468  -0.60
C 1.4111 2.4802 1.7293  -0.01
C -0.1893 2.1990 3.6425  -0.01
O 0.7045 0.3075 2.5360  -0.07
Si 0.9531 -0.7023 1.3397  0.15
O 0.8138 -0.3151 -0.1823  -0.11
O 0.3195 -2.1313 1.6863  -0.09
C -1.0553 -2.5401 1.8134  -0.61
C -1.6383 -1.8863 3.0556  -0.01
C -1.7989 -2.0929 0.5625  -0.02
C -1.0267 -4.0555 1.9390  -0.02
O 2.7329 -1.0581 1.4600  0.00
C 3.5055 -2.2141 2.0128  -0.54
C 3.2803 -3.3891 1.0829  0.00
C 4.9533 -1.7594 2.0314  0.00
C 2.9685 -2.4554 3.4064  0.00
H 2.4828 2.5173 4.2968  0.10
H 3.0905 1.1249 3.4017  0.08
H 1.9585 0.8906 4.7474  0.09
H 1.6045 3.5094 2.0299  0.11
H 0.5898 2.4930 1.0097  0.06
H 2.3107 2.0994 1.2425  0.08
H 0.0098 3.2059 4.0050  0.10
H -0.4501 1.5693 4.4919  0.09
H -1.0317 2.2304 2.9528  0.07
H -1.6048 -0.8014 2.9688  0.08
H -1.0743 -2.1814 3.9391  0.10
H -2.6755 -2.1911 3.1879  0.10
H -1.8056 -1.0008 0.4805  0.05
H -2.8312 -2.4386 0.6023  0.10
H -1.3251 -2.5091 -0.3266  0.09
H -0.4267 -4.3535 2.7970  0.09
H -0.6012 -4.5049 1.0423  0.09
H -2.0347 -4.4430 2.0743  0.09
H 3.6921 -3.1819 0.0947  0.09
H 2.2191 -3.6067 0.9929  0.08
H 3.7843 -4.2663 1.4868  0.10
H 5.3112 -1.5297 1.0286  0.09
H 5.5688 -2.5577 2.4431  0.11
H 5.0759 -0.8752 2.6552  0.10
H 1.9151 -2.7276 3.3789  0.08
H 3.0889 -1.5680 4.0219  0.09
H 3.5297 -3.2713 3.8587  0.10

Forces on atoms 1 to 3 (eV/Å):
Ga 0.39 -0.22 0.14
O -0.21 0.07 -0.14
C 0.06 -0.55 0.40

Summary:
HOMO (hartree): -0.377
HOMO-LUMO gap (hartree): 0.2461
Relative energy (zero: lowest compared OMol25 entry of this formula, charge and spin) (kcal per mole): 0.0
LUMO energy (eV): -3.56
Total charge: +1